Record 1
10
Properties=species:S:1:pos:R:3:forces:R:3 method="wB97M-V/def2-TZVPD" largest_force_ha_per_bohr=0.085 homo_lumo_gap_ev=10.92 relative_energy_ev=2.659 smiles="C#C.C=C"
C 2.344 -0.204 0.002 -3.273 2.249 0.131
C 1.406 0.592 0.071 3.036 -1.060 0.226
C -2.273 0.086 0.005 2.979 0.562 -1.142
C -1.012 -0.440 -0.089 -3.060 1.727 -2.564
H 2.912 -1.082 -0.115 0.584 -0.278 -0.024
H 0.678 1.382 0.203 0.537 -0.459 -0.110
H -2.612 0.783 -0.776 -0.260 -0.541 0.424
H -2.749 0.071 0.968 -0.520 -0.245 0.036
H -0.279 -0.374 -0.925 -1.384 -0.104 0.526
H -0.735 -0.987 0.710 1.361 -1.851 2.498



Record 2
43
Properties=species:S:1:pos:R:3:forces:R:3 method="wB97M-V/def2-TZVPD" largest_force_ha_per_bohr=0.020 homo_lumo_gap_ev=7.23 relative_energy_ev=1.174
Pt -0.034 -0.229 -0.077 0.034 -1.042 -0.099
Cl 1.104 -6.663 -2.224 -0.014 0.029 0.013
C 0.367 -5.275 -1.496 -0.031 -0.016 0.006
C 1.032 -4.061 -1.565 0.002 0.073 0.003
C 0.472 -2.925 -0.988 0.145 0.071 -0.023
N 1.048 -1.631 -0.980 0.152 -0.113 -0.174
C 2.251 -1.410 -1.529 0.093 -0.141 -0.093
O 2.997 -2.217 -2.072 -0.076 -0.002 0.038
C 2.685 0.011 -1.455 -0.047 0.046 0.105
C 3.898 0.338 -2.041 -0.010 -0.069 0.012
C 4.340 1.640 -1.995 0.046 0.055 -0.010
C 3.528 2.568 -1.370 0.022 -0.006 -0.011
C 2.326 2.159 -0.825 0.003 -0.114 -0.183
N 1.884 0.889 -0.839 -0.242 0.460 0.132
C -0.761 -3.012 -0.347 -0.115 0.055 0.108
C -1.424 -4.233 -0.284 -0.007 0.074 0.012
C -0.858 -5.361 -0.857 0.021 -0.012 -0.027
Cl -1.717 -6.862 -0.750 0.016 0.031 -0.003
N -1.225 -1.791 0.199 -0.185 -0.177 0.079
C -2.378 -1.733 0.882 -0.148 -0.140 -0.008
O -3.161 -2.643 1.129 0.079 0.012 -0.040
C -2.706 -0.366 1.368 0.108 0.034 0.032
C -3.914 -0.189 2.022 0.022 -0.062 -0.007
C -4.252 1.062 2.488 -0.032 0.059 0.037
C -3.350 2.088 2.274 -0.034 -0.041 0.018
C -2.166 1.824 1.611 -0.179 -0.102 -0.046
N -1.817 0.611 1.150 0.183 0.521 -0.189
H 1.981 -4.007 -2.062 0.039 -0.019 -0.015
H 4.450 -0.461 -2.512 -0.012 -0.014 0.012
H 5.285 1.925 -2.439 -0.002 0.005 0.009
H 3.809 3.610 -1.304 -0.035 0.006 -0.006
H 1.679 2.879 -0.376 -0.098 0.027 0.008
H -2.374 -4.311 0.209 -0.034 -0.024 0.017
H -4.545 -1.057 2.139 0.014 -0.012 -0.012
H -5.190 1.232 3.000 0.004 0.004 0.001
H -3.550 3.095 2.612 0.018 0.006 -0.013
H -1.470 2.612 1.435 -0.023 -0.039 -0.028
C 0.115 4.296 0.920 0.080 0.003 0.030
O 0.231 2.876 0.827 0.260 0.608 0.318
H 1.002 4.801 0.527 0.001 -0.013 -0.001
H -0.047 4.627 1.947 -0.024 -0.006 -0.001
H -0.743 4.585 0.315 -0.001 0.004 -0.007
H 0.808 2.558 1.531 0.007 -0.019 0.004



Record 3
10
Properties=species:S:1:pos:R:3:forces:R:3 method="wB97M-V/def2-TZVPD" largest_force_ha_per_bohr=0.086 homo_lumo_gap_ev=9.86 relative_energy_ev=5.834 smiles="O=C1C[C@H]1[N+](=O)[O-]"
C -0.786 0.975 -0.183 0.021 0.049 -0.023
C -1.174 -0.408 0.084 -0.334 -0.211 -0.200
C 0.144 0.146 0.577 2.846 -0.439 -1.219
N 1.549 -0.338 -0.317 -3.794 0.822 2.127
O 1.303 -1.046 -1.241 0.420 -0.492 -0.861
O -0.997 2.030 -0.682 -0.126 0.185 -0.112
O 2.573 0.086 0.099 1.024 0.194 0.016
H -1.933 -0.640 0.813 -0.133 -0.039 0.211
H -1.125 -1.102 -0.747 0.112 -0.038 -0.135
H 0.447 0.296 1.598 -0.035 -0.032 0.195



Please write out number 3 again, unchanged.
10
Properties=species:S:1:pos:R:3:forces:R:3 method="wB97M-V/def2-TZVPD" largest_force_ha_per_bohr=0.086 homo_lumo_gap_ev=9.86 relative_energy_ev=5.834 smiles="O=C1C[C@H]1[N+](=O)[O-]"
C -0.786 0.975 -0.183 0.021 0.049 -0.023
C -1.174 -0.408 0.084 -0.334 -0.211 -0.200
C 0.144 0.146 0.577 2.846 -0.439 -1.219
N 1.549 -0.338 -0.317 -3.794 0.822 2.127
O 1.303 -1.046 -1.241 0.420 -0.492 -0.861
O -0.997 2.030 -0.682 -0.126 0.185 -0.112
O 2.573 0.086 0.099 1.024 0.194 0.016
H -1.933 -0.640 0.813 -0.133 -0.039 0.211
H -1.125 -1.102 -0.747 0.112 -0.038 -0.135
H 0.447 0.296 1.598 -0.035 -0.032 0.195